Molecular formula: C102H164Br8N17O10
Method: DFT, ωB97M-V with the def2-TZVPD basis set

net charge: +9
HOMO level: -19.187 eV
LUMO energy: -16.2 eV
E_tot: -26256.40446 hartree
strongest force on any atom: 4.50 eV/Å

The geometry in XYZ format:
```
301
Properties=species:S:1:pos:R:3:forces:R:3
C -7.227 6.309 -4.085 -1.72 -2.25 -0.43
H 1.436 -7.953 -4.636 0.06 -0.47 0.18
H -7.221 0.325 1.902 -0.12 0.15 -0.11
C 5.065 2.726 -3.253 0.50 0.82 -0.09
H -4.611 -1.153 3.065 0.15 0.12 -0.12
N 5.233 3.344 -0.984 1.29 -0.37 0.98
H 4.766 2.341 8.779 -0.10 -0.01 0.21
H 5.968 -8.075 -0.011 -0.30 0.12 0.26
H -0.226 0.436 -1.609 -0.02 0.26 -0.33
H 4.449 -4.611 -3.144 -0.13 -0.16 -0.37
H 7.319 3.800 6.450 0.00 -0.91 -0.39
C 3.346 -6.860 -0.261 0.42 1.77 -0.69
H 6.119 5.763 8.819 -0.83 0.02 0.16
H -6.550 -1.437 5.660 -0.21 0.29 -0.65
C -7.917 3.664 -4.532 1.60 0.54 -1.59
H -7.770 4.258 -6.662 0.01 0.01 0.03
H 2.464 -6.680 -4.220 0.03 0.18 0.50
H 5.292 1.826 0.519 0.00 0.18 0.05
Br -3.479 0.757 5.324 -0.32 0.02 -0.55
H -1.561 6.765 1.873 0.18 0.01 -0.09
H -3.157 -5.116 -0.299 0.28 0.41 0.23
H -2.087 1.675 -7.628 0.26 0.03 -0.14
H -6.380 6.715 -7.004 -0.11 -0.13 -0.08
N -2.772 -0.723 2.042 -1.80 1.50 0.16
H 5.385 5.879 -9.614 0.19 0.05 -0.77
H 10.632 3.582 5.369 -0.03 0.14 0.23
H 8.531 -5.866 2.263 -0.03 -0.40 -0.04
C -3.741 -4.786 -1.145 -0.78 0.56 0.03
H -0.887 -2.186 -1.849 -0.19 0.29 0.21
H -8.171 6.744 -7.204 0.00 -0.39 0.20
H -5.816 4.722 3.070 -0.19 0.41 -0.30
H 0.629 4.124 -3.639 -0.04 -0.10 0.18
Br 1.545 2.859 -0.630 -0.01 -0.04 -0.48
C -2.028 -5.681 -2.735 1.64 -0.89 -0.47
H -2.384 5.245 1.693 0.08 -0.28 0.77
H 8.787 -0.346 -0.830 -0.29 -0.27 -0.06
C -7.500 -1.342 6.186 0.86 0.66 2.43
H -1.093 6.884 -1.657 -0.57 0.19 -0.35
C -7.341 6.819 -6.500 0.38 0.90 -0.14
C -3.365 -5.101 -2.447 -1.11 -0.30 -0.13
H -0.361 0.946 0.520 0.28 0.35 0.17
C 9.071 1.725 3.491 1.14 -0.30 0.86
H 6.234 -0.116 2.878 -0.42 -0.31 -0.31
H 9.377 5.789 5.351 0.23 -0.28 0.55
H -7.307 -8.097 3.714 -0.22 0.29 -0.71
H -5.756 3.681 0.640 -0.47 -0.27 -0.29
C -7.879 0.103 1.062 0.03 -1.03 -0.31
H 2.287 -8.079 -3.086 -0.62 0.41 0.47
O -5.604 -7.300 4.400 1.69 -1.04 0.40
H -7.230 7.382 -3.967 0.41 0.00 0.19
N -7.416 5.862 -5.388 0.72 -0.69 1.63
C -4.901 -4.016 -0.921 -0.60 -0.39 -2.05
C 2.303 -3.557 -1.825 -0.40 1.66 -0.99
C -4.345 1.497 -6.082 -0.63 0.64 -2.96
H 0.817 0.879 -3.019 0.42 -0.26 0.61
H 11.009 -1.938 1.845 -0.80 -0.04 0.33
H 4.473 3.768 9.761 0.74 0.41 0.14
H 4.269 -1.963 3.316 0.36 0.15 -0.33
H -4.312 3.949 1.501 0.23 0.28 0.21
H -7.361 1.873 4.625 -0.59 0.13 -0.08
C 2.684 -5.651 -0.507 -0.44 -1.28 0.93
N 5.822 4.840 -7.967 0.01 -0.04 1.80
H -3.308 -6.393 4.913 0.79 -0.55 -0.07
H 5.663 -6.781 -2.587 -0.06 0.24 -0.36
H 0.597 -5.317 -4.920 0.20 -0.22 -0.01
N 0.898 -1.163 -2.316 0.79 0.29 -1.13
H 5.224 6.058 -2.908 0.49 0.27 0.22
H 3.313 -7.493 0.614 -0.75 0.04 0.04
Br 5.779 -1.467 -0.101 -0.22 -0.08 -0.25
H -4.609 3.194 -7.386 -0.26 0.18 -0.19
C 2.928 -2.412 -2.417 0.02 -0.60 1.20
H 8.677 4.290 7.306 0.24 -0.76 0.12
C 3.315 1.173 2.697 -0.52 -1.10 -0.40
C 4.774 -6.427 -2.085 -0.73 1.06 -0.78
H -5.841 1.669 5.044 1.24 -0.69 0.49
H -3.472 2.237 -3.601 0.18 -0.11 0.22
C -1.408 -6.661 -1.902 -0.46 1.13 -0.22
C 5.327 2.914 0.466 -0.48 1.09 -0.49
H -7.723 0.885 8.142 0.40 0.24 0.45
H -3.126 -11.851 2.491 0.07 -0.45 -0.40
H 11.020 -6.639 3.033 -1.16 -0.08 -0.02
C -5.070 2.277 -7.050 0.54 -0.13 0.69
H -4.523 2.373 0.880 -0.37 -0.22 -0.16
H -8.262 -2.059 5.878 -0.19 0.77 -0.41
C 4.778 3.667 -6.109 -0.83 -0.04 -1.50
N -3.126 -7.893 3.295 0.93 1.35 -0.27
H -0.586 -10.146 3.777 0.31 0.40 -0.15
H 5.795 4.183 -10.001 0.32 0.11 0.08
H 10.087 3.879 3.750 -0.05 0.46 -0.04
H -4.066 -5.184 -4.500 -0.22 -0.17 -0.06
H -3.405 -12.482 4.063 0.47 0.24 0.44
H 8.075 5.059 4.487 -0.31 -0.22 0.20
H 6.998 6.457 -7.510 0.34 0.07 0.36
C 6.422 5.662 -7.061 -0.83 -0.83 1.32
H -5.282 3.966 5.239 0.46 -0.68 -0.54
C -2.660 -11.951 3.471 -0.95 0.57 -1.34
H 4.825 2.004 -4.019 0.36 -0.37 0.17
H -2.763 8.895 -1.843 0.29 -0.03 -0.22
H 8.858 -6.070 0.473 -0.18 -0.27 0.00
C -7.676 4.022 -3.188 0.18 0.59 -1.74
H -3.461 -7.940 2.344 -0.38 0.06 -0.29
C -1.913 1.967 -6.603 -0.15 0.29 -0.04
C -1.397 2.642 -4.039 0.09 1.99 -0.86
H 4.524 3.243 -8.196 -0.24 0.21 -0.17
C -7.732 3.012 -2.074 0.87 -0.95 0.18
H -1.487 5.234 -0.213 -0.64 -0.45 -0.63
O -1.546 8.350 -0.228 -0.57 0.07 0.64
C 0.104 6.535 -0.046 1.20 -1.23 0.49
H -3.601 9.067 -0.368 0.78 0.09 0.89
H -6.144 -3.934 -4.037 -0.14 0.14 0.18
H 4.089 2.885 -5.826 0.01 -0.11 -0.19
H -7.453 -6.309 3.957 0.45 0.16 0.02
H -1.086 1.979 3.426 0.15 0.20 -0.09
H -6.736 -0.981 -6.040 0.72 -0.40 0.47
C 2.261 -1.430 2.723 2.28 0.22 -0.48
C -6.214 3.691 4.746 -0.94 -1.76 1.87
H -8.828 0.359 -6.840 -0.06 -0.72 0.07
H -5.723 2.066 -2.484 0.00 0.38 -0.01
H -0.887 5.522 3.942 -0.41 0.25 -0.05
C -2.711 2.213 -4.368 2.15 -0.29 -0.22
N 4.373 -7.175 -1.085 -0.17 -1.29 1.81
H 0.686 6.859 0.817 -0.38 0.61 0.03
C -1.357 3.029 3.316 -0.20 0.41 0.34
C 0.931 -3.412 -1.628 -1.22 -0.29 -0.46
C 10.383 -2.622 -0.125 0.11 -0.30 -0.72
H -6.191 0.432 7.354 0.24 0.36 -0.04
O -2.559 -10.582 3.910 0.17 1.35 0.80
C 1.464 -0.351 2.370 0.89 0.54 0.13
H 0.549 5.554 2.977 -0.21 0.95 -0.57
C 5.181 -8.357 -0.711 1.13 -0.33 -0.78
C -4.923 0.307 -5.753 -0.03 -1.34 1.67
N 0.508 -6.660 -3.317 0.99 -1.65 1.35
H -7.242 -1.609 7.210 0.05 -0.73 0.11
C 9.114 0.187 0.063 0.25 -0.27 -0.33
C 6.235 5.472 -5.651 -0.18 -0.64 -1.43
C -4.935 -6.313 3.732 -2.09 1.70 -0.52
H -7.023 2.364 -8.188 0.61 0.58 -0.35
H -8.196 2.677 -4.869 -0.09 -0.26 0.47
C -0.158 -7.174 -2.210 -0.39 1.33 -1.33
H -4.565 -1.467 1.308 -0.32 0.10 0.10
C -6.318 1.873 -7.535 0.42 -0.90 0.78
C 0.189 -2.243 -1.919 2.64 -0.48 0.23
H -7.454 5.747 -1.992 0.68 0.41 0.04
C -8.084 0.136 -7.605 -0.41 1.14 -0.84
H -8.387 0.737 -8.463 -0.03 -0.30 -0.20
C -7.620 4.537 -5.629 -1.42 0.58 2.51
H -1.734 -12.511 3.336 0.20 0.30 0.57
C -6.606 2.106 -1.863 -2.14 -0.05 0.76
C 8.994 -5.458 1.364 2.02 2.50 0.14
Br -0.697 -4.888 1.458 0.09 -0.05 -0.62
N -5.715 -3.709 -1.986 0.94 -0.29 0.26
H -6.282 2.889 7.179 -0.35 -0.04 0.38
C 9.733 3.682 4.762 0.20 -0.56 0.09
H 5.709 -8.643 -1.621 -0.11 -0.38 0.10
H 5.131 5.462 7.286 -0.12 0.28 0.32
O -5.640 2.773 2.513 -0.81 -1.09 2.02
H 11.014 -7.172 1.283 -0.44 -0.14 0.19
H 1.563 2.838 -4.278 0.27 0.18 -0.72
C -6.888 -2.819 -1.807 0.64 0.20 -0.71
O 5.936 3.801 8.165 0.93 1.35 -0.47
H -1.869 -4.502 -4.421 0.84 0.23 -0.66
H 5.592 0.042 4.502 -0.09 0.16 0.02
H 1.870 -5.324 0.122 -0.20 -0.13 0.50
H -2.703 0.647 0.471 -0.36 0.29 0.33
N 8.038 4.502 6.552 0.84 2.76 -0.94
N -6.629 2.284 5.187 -0.60 2.01 1.79
C -1.301 -5.228 -3.857 0.03 -0.56 1.21
H 8.598 -3.519 2.157 0.26 0.64 -0.63
H 1.325 1.746 2.103 0.20 0.26 -0.05
C -6.985 -7.233 4.296 -1.63 -1.84 0.83
H 0.377 -7.956 -1.691 -0.25 0.02 0.16
C -5.438 -4.137 -3.245 0.56 -0.83 0.78
C -4.309 -4.895 -3.489 0.91 1.04 0.51
H 5.352 5.318 -0.405 0.17 0.30 -0.16
C 6.091 5.068 -9.438 -1.31 0.40 0.79
H -5.360 -6.194 2.735 0.41 -0.23 -0.81
H -7.641 -3.151 -2.522 -0.43 -0.33 0.77
C 4.711 3.429 8.752 -0.66 -1.29 -0.05
H -4.682 0.230 1.936 0.17 -0.04 0.08
Br -6.844 -3.188 2.385 0.37 0.21 -0.77
C -6.131 -0.111 -6.249 -1.06 1.36 -1.23
H 4.611 -9.208 -0.337 -0.23 0.36 -0.05
C -4.283 -0.771 2.098 0.77 -0.31 -0.61
C -6.698 1.138 -0.840 -0.68 1.09 -0.27
H 1.942 -2.462 2.738 -0.30 0.03 0.03
H -1.496 -10.031 2.250 0.19 -0.63 -0.27
C -2.153 0.200 1.286 1.13 -0.97 -1.12
C 10.629 -1.509 0.919 0.55 -0.31 -0.80
C 1.990 0.926 2.332 0.72 0.85 0.30
C -0.779 0.298 1.276 0.76 -0.28 0.23
H 4.486 3.424 0.936 -0.12 -0.41 0.30
C -1.520 -9.822 3.320 0.11 -0.38 -0.52
H 1.059 4.423 -5.255 0.67 -0.62 -0.33
N -0.431 2.999 -4.988 -2.96 -2.62 -0.03
C 1.779 -7.395 -3.765 -0.94 0.74 -1.67
C 5.406 4.411 -5.155 1.61 1.95 0.34
H -7.127 -2.744 -0.746 -0.43 -0.35 -0.09
O 9.105 2.383 4.755 -0.66 0.81 -0.17
C 5.330 5.016 -2.644 0.07 0.53 0.58
C 0.190 0.113 -2.564 -0.59 -0.28 -0.32
H 6.220 3.347 0.918 0.13 -0.24 -0.17
H 0.308 -4.257 -1.373 0.07 -0.17 0.57
H 3.851 2.110 2.711 -0.48 0.48 0.32
H -7.927 -0.896 -7.916 -0.44 0.09 0.27
C 5.356 4.660 -1.262 -0.86 -1.53 -2.39
H -2.083 3.157 2.513 -0.47 -0.33 0.04
C -8.786 2.024 -0.171 0.71 -0.61 -0.20
C -2.933 1.797 -5.678 -1.11 1.60 0.95
H 4.874 1.400 -1.451 0.29 -0.38 -0.46
O 9.517 -0.703 1.103 -1.38 0.66 0.62
H -0.584 -0.091 -3.304 -0.38 -0.11 0.33
C 5.498 0.415 3.482 0.16 -0.98 0.21
H 8.652 0.735 3.668 -0.67 0.26 -0.15
Br 5.032 4.542 4.283 0.17 -0.56 -0.49
H 0.852 6.022 -0.650 0.06 0.17 -0.40
H -1.301 -7.657 4.125 0.69 -0.53 -0.04
C 4.938 3.932 -7.475 1.17 -0.75 -0.23
H -8.061 2.876 6.730 0.16 -0.06 -0.04
C 0.018 -5.689 -4.087 -2.16 0.39 0.08
H 8.740 -3.737 -0.951 0.47 -0.81 -0.07
C -1.654 -8.253 3.283 -1.26 -0.31 0.92
C -7.174 0.878 7.201 -0.75 -0.54 0.62
O -7.957 0.027 6.373 -0.38 0.41 -2.18
H -0.009 2.611 -7.062 0.44 0.78 0.27
C -8.858 2.929 -1.233 1.66 -0.68 0.64
H -4.407 -0.269 -4.999 -0.10 -0.54 0.11
C 3.630 -1.180 2.937 -1.36 1.21 1.27
Br -3.630 -0.854 -1.992 0.07 0.05 -0.32
H 10.082 1.457 3.186 0.35 0.31 -0.17
H 0.066 8.176 -1.453 0.39 -0.10 0.10
C -2.114 -1.435 2.915 1.60 0.36 0.75
C -6.313 3.780 3.299 1.11 1.21 -2.95
C 7.252 5.700 7.079 -0.66 -0.46 -0.54
H -0.224 4.521 0.556 0.61 -0.53 -0.17
H -3.229 7.445 -0.949 -0.25 -0.08 -0.13
H -7.369 7.825 -6.083 -0.04 -0.08 -0.02
H 8.329 -2.464 -0.181 -0.61 0.87 0.35
H -5.281 -5.385 4.187 0.66 0.76 0.03
C -0.737 2.603 -6.264 0.57 -0.73 0.02
H -9.534 2.051 0.607 -0.16 -0.37 -0.04
H 7.887 6.403 7.618 0.26 -0.58 0.26
H 7.322 -4.243 1.162 -0.18 1.02 -0.71
H 9.870 0.874 -0.319 0.59 -0.02 0.51
H -9.721 3.577 -1.279 0.03 0.11 -0.20
C -7.108 2.347 6.719 1.13 -1.99 -2.08
H -7.341 -7.543 5.279 -0.33 0.64 0.17
H 11.459 -0.863 0.634 0.34 -0.30 -0.72
N 8.957 -3.250 -0.093 -0.24 0.04 2.79
H 11.168 -3.378 -0.112 -0.40 -0.25 0.51
C 8.389 -4.026 1.215 1.02 -1.89 -0.95
H -0.212 -1.872 3.771 -0.02 -0.10 0.05
C -3.477 -6.459 3.838 -0.17 -1.33 0.35
H 8.630 2.310 2.683 -0.47 0.01 0.09
C 4.043 -5.271 -2.391 2.44 -0.11 -0.51
O -0.232 3.823 3.011 0.25 -0.43 -0.73
C 5.304 4.088 -3.692 -0.71 -1.80 1.85
N -7.773 1.095 -0.019 -1.17 2.39 -0.66
H -7.321 3.834 2.887 -0.35 0.09 0.47
H -5.293 -3.647 0.015 0.18 -0.12 0.70
C -0.629 7.532 -0.913 -0.45 0.00 0.05
H 3.824 3.665 8.163 0.16 0.36 -0.52
C 0.843 3.602 -4.571 -1.02 0.83 0.89
N 4.078 0.122 3.030 1.13 -0.62 -0.37
H -1.987 -6.852 -1.011 0.52 -0.83 0.22
H -2.779 -1.952 3.591 0.63 -0.50 0.27
N -0.747 5.380 0.458 -0.32 2.12 1.24
H -1.153 3.017 -3.057 -0.19 -0.21 0.41
H 12.238 -6.271 2.046 0.06 1.26 -0.79
N -6.803 0.678 -7.143 1.36 -0.60 1.24
H -5.925 0.426 -0.594 0.25 -0.11 -0.36
C 5.107 2.353 -1.902 -0.86 2.12 -0.98
C -2.836 8.457 -0.848 0.09 -0.65 -0.91
C -7.369 5.385 -3.007 -0.43 0.52 -0.60
H -8.920 -0.049 1.346 0.13 0.39 0.16
H 8.278 0.788 0.422 0.04 -0.28 0.20
C 8.838 4.849 5.237 -1.16 -1.32 0.16
C -0.488 5.217 2.974 0.12 -0.88 0.29
Br -3.247 4.580 -1.767 0.00 -0.35 -0.13
C 6.006 5.212 7.886 0.36 0.02 0.36
C -1.396 5.689 1.815 0.63 -0.02 -0.47
H -1.273 -7.881 2.332 0.37 0.09 0.37
C 3.043 -4.851 -1.576 -1.31 0.91 0.17
H 2.669 -0.328 -3.069 0.07 -0.04 0.28
C -0.703 -1.307 2.992 -0.29 -0.42 0.21
H -6.891 4.398 5.226 -0.48 -0.05 -0.35
H -1.771 3.349 4.272 -0.31 -0.10 0.03
O 10.400 -5.179 1.570 -0.16 -1.18 0.28
H 6.816 6.105 -4.996 -0.08 0.10 0.08
C 0.054 -0.459 2.171 -4.44 -0.73 -0.08
C -5.079 3.191 1.339 1.16 1.06 -0.58
C 2.241 -1.221 -2.638 -0.98 -1.67 0.92
C 11.153 -6.353 1.989 0.45 -0.44 0.10
H 6.868 6.283 6.242 0.12 -0.39 -0.29
H 7.109 5.419 -9.610 -0.07 -0.37 0.17
H -3.573 -8.669 3.762 -0.86 -0.20 0.92
H -2.940 -5.673 3.307 0.24 -0.47 -0.19
H -6.592 -1.844 -2.196 0.32 0.20 0.29
H -7.588 -0.848 0.614 0.25 -0.11 0.37
H 4.003 -2.495 -2.482 0.19 0.61 -0.47
H 5.806 1.460 3.463 -0.88 0.25 0.02
H 10.427 -2.260 -1.152 -0.12 0.43 0.02
```
Forces are in eV/Å.